1.
Computed, not measured: a structure of composition C21H37Cl2CrN2O4 at a distorted geometry, with the ωB97M-V functional and the def2-TZVPD basis.

HOMO level (spin up / spin down): -1.99 / -4.05 eV
Electronic energy: -87014.31719 eV
Spin multiplicity: 5
Total charge: -1
F_max: 3.6 eV/A
HOMO-LUMO gap (spin up / spin down): 4.283 / 6.340 eV
Lowest unoccupied orbital energy (spin up / spin down): 2.30 / 2.29 eV

Structure (XYZ):
```
67
Properties=species:S:1:pos:R:3:lowdin_charge:R:1
O 0.18322 0.95274 -1.41753 -0.45
C -0.56692 0.82058 -2.53856 -0.38
C 0.24836 1.87933 -3.41372 -0.11
C 0.94600 2.94411 -2.80886 -0.03
H 0.87955 3.03362 -1.74034 0.05
C 1.84416 3.72753 -3.52107 -0.10
H 2.30421 4.56276 -3.00882 0.09
C 2.06838 3.46269 -4.85729 -0.14
H 2.76762 4.05460 -5.42369 0.08
C 1.47674 2.34831 -5.45593 -0.11
H 1.64910 2.12330 -6.52087 0.08
C 0.60117 1.50302 -4.71316 -0.05
H 0.25306 0.53817 -5.12313 0.10
H -0.52710 -0.17553 -3.03161 0.12
C -2.78082 1.94930 -2.33388 -0.05
C -2.05828 0.64122 -2.29666 -0.21
H -3.83273 1.98209 -1.99465 0.07
H -2.77526 2.33394 -3.35851 0.07
H -2.25190 2.68945 -1.72250 0.09
C -2.33411 -0.58601 -1.77517 -0.13
C -3.64242 -1.27137 -1.59960 -0.12
H -1.49330 -1.23389 -1.42806 0.10
H -4.19861 -1.36262 -2.54457 0.07
H -4.29819 -0.70421 -0.92929 0.06
H -3.60852 -2.32280 -1.22588 0.06
Cr 1.02174 0.54804 0.07455 0.17
Cl 0.18958 2.78199 0.79149 0.10
Cl 2.97472 0.14392 -1.07711 0.02
C -1.76737 0.59400 1.68556 -0.29
O -0.79123 -0.02636 1.21753 -0.12
N -2.35881 0.23571 2.84943 -0.18
C -2.20637 -1.05462 3.50330 -0.04
C -3.19115 1.18492 3.55236 -0.07
H -2.19556 1.47191 1.13213 0.12
H -1.56185 -1.70484 2.92628 0.07
H -3.18652 -1.52520 3.60108 0.08
H -1.79923 -0.90683 4.50482 0.09
H -3.22883 2.13941 3.01484 0.09
H -2.80808 1.37048 4.56681 0.09
H -4.22243 0.81759 3.65817 0.08
H -0.78678 -4.81023 1.36078 0.08
H 1.77985 -5.63574 0.52344 0.08
C -0.75541 -4.13147 0.50682 -0.03
C 1.48637 -5.03350 -0.34077 -0.07
N 0.59812 -3.92383 -0.03262 -0.16
H -1.15731 -3.15378 0.80823 0.08
C 1.10200 -2.69123 -0.30579 -0.26
O 0.48720 -1.62377 -0.08689 -0.09
H 2.40562 -4.57634 -0.73552 0.08
H 2.12921 -2.60531 -0.73455 0.12
H -1.46225 -4.55515 -0.21113 0.08
H 1.12973 -5.71046 -1.11379 0.08
C 2.79898 -1.28676 3.01839 -0.06
C 1.56637 -0.45406 2.86581 -0.22
O 1.87729 0.47667 1.79648 -0.41
C 2.91288 1.49066 1.74123 -0.33
C 2.63418 2.49296 2.79601 -0.12
H 2.96648 -1.77419 2.05287 0.09
H 2.65352 -2.03624 3.78569 0.07
H 3.63348 -0.62882 3.25960 0.08
H 0.69578 -1.04399 2.50635 0.10
H 1.24063 0.13636 3.73181 0.12
H 3.87355 0.97650 1.77286 0.11
H 2.77845 1.93043 0.73720 0.05
H 2.70927 2.05742 3.78303 0.06
H 3.35586 3.28660 2.67595 0.08
H 1.62491 2.86679 2.62063 -0.01
```


2.
Computed, not measured: a cluster of 3 separate species, C21H37Cl2IN3O7 in total at a distorted geometry, with the ωB97M-V functional and the def2-TZVPD basis.

HOMO level: -10.94 eV
Electronic energy: -74314.08965 eV
Total charge: +1
F_max: 2.9 eV/A
HOMO-LUMO gap: 6.062 eV
Lowest unoccupied orbital energy: -4.88 eV

Structure (XYZ):
```
71
Properties=species:S:1:pos:R:3:lowdin_charge:R:1
C -3.83783 -3.38301 -1.93595 -0.11
C -2.39175 -3.11443 -1.36312 -0.60
Cl -1.60772 -1.93974 -2.55610 0.69
C -2.43256 -2.35320 0.05054 -0.61
Cl -2.18180 -3.51808 1.43795 0.68
C -1.43902 -1.15357 0.10306 -0.14
C 0.00832 -1.39603 0.24119 -0.08
C 0.63986 -2.80700 0.28882 -0.16
C 2.21344 -2.85507 0.10360 -0.08
C 3.03137 -2.55902 1.41674 -0.50
N 2.42329 -2.12945 2.64982 0.14
O 4.22469 -2.72793 1.44001 0.08
C 0.83737 -0.16271 0.32628 0.00
N 0.36542 1.08472 0.24630 0.05
N -0.92644 1.20865 0.11819 -0.43
I -1.58640 3.20075 0.05854 1.13
C -1.88622 0.25609 0.01871 -0.19
C -3.40189 0.48543 -0.17438 -0.15
C -4.19941 0.38921 1.19943 -0.06
C -4.07022 1.67563 2.06586 -0.52
O -3.12714 1.96678 2.73491 0.08
O -5.16566 2.54481 2.09491 0.07
H -4.63084 -2.78647 -1.41862 0.08
H -4.14283 -4.45437 -1.88104 0.09
H -3.87700 -3.06733 -3.01043 0.07
H -1.77373 -4.03745 -1.33288 0.10
H -3.49823 -2.03483 0.16010 0.07
H 0.43294 -3.32365 1.26137 0.10
H 0.20647 -3.45352 -0.51027 0.11
H 2.58132 -2.21242 -0.73314 0.13
H 2.48538 -3.90956 -0.16580 0.14
H 3.10177 -1.45946 3.03908 0.11
H 1.59137 -1.55394 2.46826 0.06
H 1.93339 -0.29117 0.45764 0.13
H -3.78443 -0.35979 -0.80626 0.11
H -3.66217 1.40693 -0.75025 0.09
H -5.28130 0.31497 0.90619 0.14
H -3.87538 -0.54379 1.71116 0.13
H -5.41837 2.77775 1.18027 0.12
C 3.86219 2.61811 3.86365 -0.12
O 4.16949 1.34698 4.39765 -0.21
C 5.11684 1.40144 5.46213 -0.19
C 4.44023 1.26169 6.81467 -0.20
O 3.61696 2.38661 7.10158 -0.19
C 2.23980 2.12254 6.89035 -0.11
H 2.98766 2.50886 3.21974 0.08
H 3.62774 3.34728 4.64254 0.09
H 4.69579 2.98506 3.25618 0.09
H 5.70460 2.32303 5.41359 0.13
H 5.80072 0.55886 5.32271 0.13
H 5.21110 1.22525 7.59000 0.13
H 3.86402 0.33235 6.86967 0.13
H 1.85478 1.48426 7.69194 0.09
H 2.06184 1.64504 5.92308 0.08
H 1.70568 3.07254 6.91271 0.09
C -0.60426 0.88744 -4.43722 -0.13
O 0.07622 0.10215 -5.39704 -0.19
C -0.80050 -0.42392 -6.39099 -0.20
C -0.70958 0.36580 -7.68488 -0.20
O -1.21411 1.68611 -7.52157 -0.19
C -0.18145 2.65181 -7.38784 -0.11
H 0.14165 1.42471 -3.84862 0.09
H -1.26995 1.61668 -4.90563 0.09
H -1.18003 0.23820 -3.76722 0.01
H -1.83217 -0.45368 -6.02491 0.12
H -0.48205 -1.45294 -6.58358 0.13
H -1.33393 -0.12318 -8.43863 0.13
H 0.31817 0.38415 -8.06041 0.13
H 0.29573 2.82433 -8.35711 0.09
H 0.57114 2.34298 -6.65807 0.08
H -0.63235 3.58472 -7.04917 0.09
```


3.
Computed, not measured: a structure of composition C21H37CrF5GeN5O2PS3Se2 at a distorted geometry, with the ωB97M-V functional and the def2-TZVPD basis.

HOMO level (spin up / spin down): -11.75 / -12.12 eV
Electronic energy: -304923.39136 eV
Spin multiplicity: 5
Total charge: +2
F_max: 2.5 eV/A
HOMO-LUMO gap (spin up / spin down): 6.803 / 7.190 eV
Lowest unoccupied orbital energy (spin up / spin down): -4.94 / -4.93 eV

Structure (XYZ):
```
78
Properties=species:S:1:pos:R:3:lowdin_charge:R:1
Cr 13.10722 10.01548 11.59574 0.01
F 13.26841 4.64470 7.47977 0.11
C 13.32622 5.94217 7.90663 -0.10
C 13.17101 6.22955 9.27379 -0.12
F 13.06825 5.19398 10.15028 0.10
C 13.06444 7.54680 9.64292 -0.20
F 12.73340 7.88409 10.93763 -0.04
C 13.21489 8.61498 8.73144 -0.52
S 13.16362 10.25974 9.24184 0.63
C 13.49137 8.25933 7.38560 -0.20
F 13.71642 9.28029 6.52259 0.08
C 13.49986 6.94538 6.95076 -0.10
F 13.64492 6.62709 5.62630 0.12
C 7.16495 9.45233 11.09862 -0.02
N 7.60300 10.44528 12.09153 -0.11
C 6.87108 10.85349 13.20704 -0.05
C 7.58571 11.75180 13.92042 -0.04
N 8.82292 11.92315 13.28183 -0.11
C 9.95080 12.72280 13.79898 -0.03
C 8.83394 11.09579 12.17201 -0.68
Se 10.20641 10.89820 10.94516 0.66
H 6.07989 9.33756 11.20347 0.10
H 7.65274 8.47516 11.24136 0.09
H 7.40165 9.74343 10.08482 0.08
H 5.87088 10.47424 13.41154 0.14
H 7.36775 12.33338 14.82241 0.14
H 10.06809 12.57222 14.89534 0.11
H 9.82128 13.79720 13.62822 0.09
H 10.86252 12.38345 13.30794 0.03
N 12.29292 13.76427 9.78550 0.17
C 13.09305 14.47376 10.91536 -0.15
P 14.35253 13.31923 11.59028 0.41
O 15.56459 13.33514 10.75745 -0.30
O 13.64198 12.00172 11.83219 -0.48
C 14.97966 13.92874 13.23892 -0.15
N 16.48974 13.98280 13.16165 0.16
H 11.53997 13.17036 10.16886 0.05
H 12.89657 13.15643 9.22121 0.12
H 11.83947 14.43498 9.12285 0.19
H 12.38796 14.85062 11.64860 0.10
H 13.61318 15.33336 10.43542 0.12
H 14.64535 13.22676 14.01191 0.11
H 14.58825 14.92016 13.56187 0.12
H 16.89035 13.16841 13.60598 0.16
H 16.81873 14.87163 13.58721 0.19
H 16.78390 13.97482 12.18012 0.13
S 12.50435 9.42238 13.90602 0.62
C 11.43795 8.09240 14.01412 -0.97
N 11.88610 6.83921 14.22214 -0.01
C 10.85613 5.80249 14.34858 -0.18
C 9.51000 6.47176 14.11076 -0.43
S 9.69766 8.23048 14.19533 0.99
H 12.87383 6.63123 14.21233 0.12
H 10.88929 5.33900 15.32552 0.13
H 11.10468 5.02347 13.62746 0.13
H 8.74678 6.15657 14.81566 0.09
H 9.14464 6.21385 13.09372 0.10
C 14.89722 7.65085 16.25794 -0.22
Ge 16.32174 7.54631 14.86022 0.77
C 17.44009 5.91076 15.02716 -0.21
C 17.41946 9.18384 14.99421 -0.26
C 15.48909 7.56199 13.07811 -0.55
Se 15.63356 9.33280 12.25168 0.88
C 16.63148 9.04892 10.63192 -0.36
H 15.35858 7.97083 17.18639 0.02
H 14.39299 6.68586 16.47241 0.03
H 14.16707 8.42530 15.96006 -0.02
H 18.15171 6.06019 15.87206 0.03
H 18.00126 5.67782 14.11577 0.02
H 16.80212 5.05413 15.34045 0.03
H 18.06162 9.16033 15.89988 0.04
H 16.80679 10.07637 15.00093 -0.02
H 18.09814 9.22269 14.12180 0.02
H 14.41471 7.32442 13.08931 -0.03
H 16.01408 6.88896 12.39960 0.03
H 17.67565 8.93513 10.95119 0.03
H 16.48102 9.90944 9.94974 0.04
H 16.31183 8.12002 10.12194 0.04
```


Question: What is the F_max in the first record?
Answer: 3.6 eV/A